{"formula": "C6H9BO3", "method": "the ωB97M-V functional and the def2-TZVPD basis", "symbols": ["B", "C", "C", "C", "C", "C", "C", "O", "O", "O", "H", "H", "H", "H", "H", "H", "H", "H", "H"], "positions_angstrom": [[0.740, 1.639, -0.691], [4.268, 0.467, 0.415], [2.835, 0.290, 0.245], [-0.666, 2.259, -0.381], [2.336, -1.168, 0.457], [-2.644, 0.798, -0.290], [-1.385, 1.193, 0.499], [4.891, 1.525, 0.393], [1.785, 1.114, -0.195], [-1.140, 3.337, -0.717], [4.644, -0.532, 0.672], [2.950, -1.685, 1.269], [1.250, -1.135, 0.677], [2.367, -1.632, -0.505], [-3.224, 0.137, 0.293], [-2.403, 0.455, -1.271], [-3.313, 1.664, -0.363], [-0.609, 0.495, 0.530], [-1.485, 1.696, 1.431]], "forces_ev_per_angstrom": [[0.08, 0.22, -0.15], [-1.76, 2.23, -0.21], [-1.70, -1.71, 0.01], [0.06, 1.04, 0.20], [-0.16, 1.64, 0.96], [-0.02, 1.40, 1.45], [-0.29, 2.15, -2.80], [0.05, -0.98, -0.16], [2.53, -0.47, 0.65], [0.53, -1.26, 0.28], [0.72, 0.12, 0.02], [-1.09, 0.52, -1.32], [0.69, -0.17, 0.47], [0.42, -0.91, -0.56], [-0.53, -1.39, 0.28], [0.08, -0.49, -0.56], [0.44, 0.10, -0.26], [0.53, -2.11, 0.72], [-0.57, 0.04, 0.97]], "nbo_charge": [0.844, 0.282, 0.186, 0.221, -0.669, -0.609, -0.462, -0.533, -0.641, -0.508, 0.129, 0.236, 0.216, 0.222, 0.216, 0.215, 0.229, 0.186, 0.238], "charge": 0, "e_tot_ha": -484.446941, "e_homo_ev": [-8.59, -7.31], "de_lowest_kj_mol": 556.66}

=====

{"formula": "C6H9BrN2O2S", "method": "the ωB97M-V functional and the def2-TZVPD basis", "symbols": ["C", "C", "C", "C", "C", "C", "N", "N", "O", "O", "S", "Br", "H", "H", "H", "H", "H", "H", "H", "H", "H"], "positions_angstrom": [[-1.669, 0.229, 0.496], [-1.538, -0.993, 0.977], [-2.715, 1.278, 0.455], [0.498, -0.374, 0.565], [3.258, -0.105, -1.538], [2.616, 0.540, -0.300], [-0.280, 0.669, 0.297], [1.895, -0.495, 0.574], [-0.186, -1.426, 0.996], [-2.487, -1.766, 1.420], [-4.546, 0.921, 0.209], [-4.576, 0.823, -2.094], [-2.894, 1.607, 1.428], [-2.419, 2.055, -0.169], [2.530, -0.955, -1.744], [3.429, 0.538, -2.342], [4.083, -0.703, -1.262], [1.806, 1.249, -0.567], [3.256, 1.084, 0.333], [-2.168, -2.655, 1.704], [2.109, -1.520, 0.562]], "forces_ev_per_angstrom": [[3.19, 0.76, -0.22], [1.07, -0.03, -0.42], [-1.75, -2.26, -0.01], [-0.78, 2.88, -0.35], [-2.67, -2.30, 2.08], [-1.92, -1.10, -0.19], [0.70, -1.12, -0.38], [-1.11, -0.08, -0.69], [-2.10, -0.95, 0.48], [-0.74, -2.74, 1.16], [1.40, -0.20, -2.00], [-0.09, -0.04, 1.42], [0.29, 1.11, 1.90], [0.40, 1.41, -1.00], [0.52, 1.31, -0.75], [0.25, 0.86, -1.22], [1.57, -0.09, 0.26], [0.48, -0.49, -0.08], [1.15, 0.46, 0.69], [-0.23, 1.00, -0.38], [0.37, 1.60, -0.30]], "nbo_charge": [-0.045, 0.538, -0.492, 0.648, -0.621, -0.209, -0.547, -0.627, -0.466, -0.651, 0.154, -0.114, 0.224, 0.246, 0.207, 0.224, 0.206, 0.235, 0.194, 0.503, 0.394], "charge": 0, "e_tot_ha": -3466.166147, "e_homo_ev": -7.88, "smiles": "CCNc1nc(CSBr)c(O)o1", "de_lowest_kj_mol": 23.64}

=====

{"formula": "C6H9Cl2N3O", "method": "the ωB97M-V functional and the def2-TZVPD basis", "symbols": ["C", "C", "C", "C", "C", "C", "N", "N", "N", "O", "Cl", "Cl", "H", "H", "H", "H", "H", "H", "H", "H", "H"], "positions_angstrom": [[-3.210, 0.064, -0.648], [-3.066, -1.360, -0.784], [-2.165, 0.773, -0.091], [2.906, -0.349, 0.828], [2.161, 0.195, -0.306], [1.351, 1.386, -0.114], [-1.990, -1.926, -0.402], [-0.855, 0.413, -0.302], [-0.867, -1.448, -0.069], [0.095, 1.101, 0.459], [-2.415, 2.253, 0.739], [-0.212, -1.893, 1.436], [-4.127, 0.538, -0.416], [-3.983, -1.794, -1.169], [3.470, 0.384, 1.156], [2.209, -0.696, 1.515], [3.573, -1.221, 0.452], [1.403, -0.510, -0.690], [2.751, 0.260, -1.278], [1.658, 1.961, 0.815], [1.314, 1.868, -1.131]], "forces_ev_per_angstrom": [[-0.27, -2.41, 0.50], [-1.78, 5.19, -0.25], [6.08, 1.33, -0.42], [0.05, -4.41, -2.94], [-0.22, -2.00, -4.01], [0.15, 1.70, 0.53], [0.56, -4.54, -0.33], [-2.59, 2.59, 0.51], [0.34, -0.67, 0.60], [-2.67, -0.41, 0.03], [-0.46, 0.14, 0.25], [-0.01, -0.25, -0.09], [-1.26, 0.08, -0.71], [0.60, -1.17, 0.19], [3.09, 3.32, 2.24], [-0.82, -0.67, 1.67], [-1.07, 1.34, 0.90], [0.25, -0.34, 0.30], [-0.08, 0.41, 1.38], [0.59, 0.30, -1.77], [-0.47, 0.46, 1.40]], "nbo_charge": [-0.338, 0.038, 0.152, -0.593, -0.444, -0.072, -0.257, -0.060, -0.134, -0.383, 0.043, 0.154, 0.231, 0.215, 0.194, 0.215, 0.207, 0.226, 0.205, 0.208, 0.194], "charge": 0, "e_tot_ha": -1393.571105, "e_homo_ev": [-6.36, -8.70], "spin_multiplicity": 3}

=====

{"formula": "C6H9Cl3OSi2", "method": "the ωB97M-V functional and the def2-TZVPD basis", "symbols": ["C", "C", "C", "C", "C", "C", "O", "Si", "Si", "Cl", "Cl", "Cl", "H", "H", "H", "H", "H", "H", "H", "H", "H"], "positions_angstrom": [[-2.978, 1.507, 1.361], [-2.752, 0.869, 0.360], [-0.031, -0.102, -1.286], [-0.882, 0.976, -1.969], [1.226, -0.980, 1.439], [1.506, 0.246, -0.626], [2.009, -0.702, 0.274], [-2.148, -0.055, -1.093], [-0.565, 1.207, -3.881], [-1.794, -0.145, -4.679], [-0.809, 3.049, -4.502], [1.334, 0.705, -4.339], [-3.074, 1.976, 2.286], [0.116, -0.905, -2.028], [-0.760, 2.021, -1.410], [1.691, -1.791, 1.772], [0.125, -1.241, 1.161], [1.286, -0.119, 2.228], [2.078, 0.088, -1.495], [1.372, 1.264, -0.141], [-2.739, -1.313, -1.478]], "forces_ev_per_angstrom": [[0.35, -0.85, -1.05], [-0.11, -0.20, 0.12], [-0.36, -0.26, 0.48], [1.43, 2.82, -0.85], [-2.67, 3.97, -1.39], [-4.21, -0.21, 1.10], [-0.79, 0.27, 0.05], [3.21, 0.69, 0.98], [-0.01, -1.12, 3.14], [-0.72, -0.66, -0.93], [-0.50, 1.60, -0.65], [0.59, -0.24, -0.14], [-0.28, 0.58, 0.78], [-0.03, -0.07, 0.44], [-0.47, -2.10, -1.09], [1.63, -3.45, 2.02], [1.84, 0.69, 0.52], [-0.28, -1.35, -1.43], [1.11, 0.87, -0.94], [0.66, -0.88, -0.86], [-0.38, -0.10, -0.30]], "nbo_charge": [-0.131, -0.518, -0.519, -1.131, -0.242, -0.036, -0.538, 1.228, 1.417, -0.350, -0.320, -0.350, 0.229, 0.196, 0.282, 0.182, 0.185, 0.162, 0.202, 0.165, -0.113], "charge": 0, "e_tot_ha": -2268.807184, "e_homo_ev": -8.24, "smiles": "C#C[Si@@H]1[C@H](COC)[C@H]1[Si](Cl)(Cl)Cl", "de_lowest_kj_mol": 131.16}

=====

{"formula": "C6H9Cl4O7Zr", "method": "the ωB97M-V functional and the def2-TZVPD basis", "symbols": ["Zr", "C", "O", "C", "C", "H", "H", "H", "H", "H", "H", "Cl", "C", "Cl", "Cl", "C", "O", "O", "C", "H", "H", "H", "O", "Cl", "O", "O", "O"], "positions_angstrom": [[0.074, 0.966, 0.785], [-1.260, -0.681, -2.314], [0.103, -0.613, -1.959], [0.485, -0.832, -0.580], [0.246, -2.278, -0.186], [-1.283, -0.783, -3.400], [-1.805, 0.224, -2.037], [-1.766, -1.547, -1.876], [-0.822, -2.504, -0.145], [0.665, -2.485, 0.799], [0.709, -2.958, -0.912], [-2.400, 0.113, 0.608], [-2.978, 1.600, -0.224], [-0.880, 1.920, 2.792], [-4.595, 2.012, 0.230], [-2.041, 2.608, -0.516], [-2.240, 3.757, -0.843], [-0.710, 2.115, -0.500], [1.990, -0.550, -0.684], [2.557, -0.889, 0.180], [2.217, 0.512, -0.864], [2.351, -1.077, -1.573], [3.489, -0.472, 2.412], [2.304, 0.256, 2.693], [2.145, 1.331, 1.656], [2.322, 0.831, 3.982], [1.121, -0.574, 2.479]], "forces_ev_per_angstrom": [[0.44, -0.28, 0.03], [0.00, 0.02, 0.00], [-0.02, -0.01, 0.03], [0.06, -0.06, -0.11], [-0.09, 0.06, 0.05], [-0.01, 0.00, 0.00], [-0.01, 0.01, 0.02], [0.01, 0.00, 0.00], [0.00, -0.03, 0.02], [0.00, 0.01, 0.00], [0.00, 0.01, -0.01], [-0.25, -0.05, -0.11], [-0.02, 0.05, 0.05], [0.01, 0.03, 0.19], [0.02, 0.02, -0.03], [-0.06, -0.05, -0.03], [-0.07, -0.01, -0.01], [0.12, 0.14, -0.03], [-0.02, -0.09, 0.03], [-0.01, 0.01, 0.00], [-0.01, 0.01, 0.03], [0.04, 0.03, 0.01], [-0.05, 0.03, 0.01], [0.17, 0.05, -0.08], [-0.12, 0.17, 0.00], [-0.05, 0.01, -0.03], [-0.10, -0.07, -0.02]], "nbo_charge": [2.037, -0.245, -0.571, -0.200, -0.654, 0.175, 0.192, 0.157, 0.207, 0.222, 0.192, 0.020, -0.425, -0.512, -0.017, 0.649, -0.636, -0.870, -0.667, 0.227, 0.210, 0.231, -0.788, 2.552, -0.888, -0.759, -0.840], "charge": -1, "e_tot_ha": -2648.425274, "e_homo_ev": -4.35, "de_lowest_kj_mol": 3.25}

=====

{"formula": "C6H9ClN2O", "method": "the ωB97M-V functional and the def2-TZVPD basis", "symbols": ["C", "C", "C", "C", "C", "C", "N", "N", "O", "Cl", "H", "H", "H", "H", "H", "H", "H", "H", "H"], "positions_angstrom": [[2.415, -0.327, -0.321], [1.676, 0.684, 0.455], [0.211, 0.902, 0.165], [0.643, -1.520, -1.308], [-0.564, -0.394, 0.041], [-2.859, 0.196, 0.195], [1.951, -1.245, -1.049], [2.363, 1.339, 1.287], [-1.782, -0.355, -0.550], [-0.520, -1.311, 1.578], [3.493, -0.272, -0.213], [-0.219, 1.560, 0.934], [0.136, 1.410, -0.802], [0.369, -2.545, -1.097], [0.272, -1.150, -2.254], [-2.611, 1.184, 0.591], [-3.130, -0.467, 1.021], [-3.690, 0.277, -0.501], [1.846, 2.033, 1.826]], "forces_ev_per_angstrom": [[0.24, -0.44, -0.19], [-0.74, 0.27, 0.20], [-0.38, 0.04, 0.15], [-3.07, 2.13, 2.59], [2.57, -2.14, -2.48], [-0.16, 0.07, 0.16], [1.42, -0.04, -0.25], [0.58, 0.10, 0.21], [-0.11, 0.00, -0.10], [-0.10, 0.06, 0.08], [0.12, 0.08, 0.06], [0.09, -0.01, -0.08], [-0.08, -0.02, 0.01], [-0.14, -0.08, 0.05], [0.02, -0.01, -0.22], [-0.03, 0.01, -0.02], [0.02, 0.07, -0.05], [0.02, 0.03, 0.08], [-0.27, -0.12, -0.17]], "nbo_charge": [0.093, 0.237, -0.564, -0.161, 0.270, -0.262, -0.385, -0.566, -0.543, -0.096, 0.199, 0.212, 0.244, 0.212, 0.210, 0.170, 0.190, 0.201, 0.339], "charge": 0, "e_tot_ha": -878.870033, "e_homo_ev": -8.22, "de_lowest_kj_mol": 171.64}